C18H18ClN5O | wB97M-V/def2-TZVPD

Properties
Energy in eV: -40979.38570
HOMO-LUMO gap in eV: 9.1936
Energy relative to the best compared isomer or geometry (same formula, charge and spin) in kcal/mol: 0.0
Structure (SMILES): Nc1c(C(=O)NCCc2ccccc2)nnn1Cc1ccc(Cl)cc1
HOMO level in eV: -8.535
Spin multiplicity: 1
Largest force on an atom in eV Å⁻¹: 1.27

Positions of all 43 atoms, in Å:
N: -1.4864 -1.4361 1.8166
C: -0.3110 -0.8586 1.4689
C: -0.0162 0.4949 1.2817
C: -0.9921 1.5812 1.2842
O: -2.1934 1.3587 1.3971
N: -0.4514 2.8076 1.1575
C: -1.2317 4.0058 0.9979
C: -1.0308 4.6283 -0.3943
C: 0.3932 5.0740 -0.5659
C: 1.3530 4.2058 -1.0727
C: 2.6758 4.5995 -1.1755
C: 3.0558 5.8685 -0.7746
C: 2.1068 6.7418 -0.2704
C: 0.7860 6.3447 -0.1639
N: 1.3109 0.5948 1.0334
N: 1.8397 -0.5603 1.0573
N: 0.8850 -1.4759 1.3303
C: 1.1741 -2.8819 1.4175
C: 0.3990 -3.6553 0.3807
C: 0.4866 -3.2895 -0.9583
C: -0.2357 -3.9654 -1.9230
C: -1.0530 -5.0210 -1.5462
Cl: -1.9577 -5.8729 -2.7461
C: -1.1519 -5.3998 -0.2169
C: -0.4279 -4.7112 0.7408
H: -1.6581 -2.3816 1.5122
H: -2.2595 -0.7841 1.7318
H: 0.5483 2.8633 1.0254
H: -0.9494 4.7323 1.7680
H: -2.2768 3.7193 1.1387
H: -1.2897 3.8858 -1.1511
H: -1.7078 5.4781 -0.4938
H: 1.0632 3.2151 -1.3935
H: 3.4103 3.9123 -1.5685
H: 4.0875 6.1774 -0.8561
H: 2.3969 7.7344 0.0422
H: 0.0486 7.0291 0.2320
H: 0.9345 -3.2423 2.4237
H: 2.2506 -2.9801 1.2508
H: 1.1264 -2.4674 -1.2435
H: -0.1665 -3.6798 -2.9605
H: -1.7905 -6.2218 0.0651
H: -0.5052 -5.0050 1.7778

=====

C41H32N7O4RbSb | wB97M-V/def2-TZVPD

Properties
Energy in eV: -68853.08536
HOMO-LUMO gap in eV: 6.3885
Charge: -1
Energy relative to the best compared isomer or geometry (same formula, charge and spin) in kcal/mol: 1.1
HOMO level in eV: -4.390
Spin multiplicity: 1
Largest force on an atom in eV Å⁻¹: 1.11

Positions of all 86 atoms, in Å:
Rb: -0.0096 -0.1799 0.2242
O: 2.5677 -2.3631 -3.3667
C: 1.6374 -2.2782 -2.3926
O: 0.5850 -1.7191 -2.5514
C: 2.0681 -2.9794 -1.1306
C: 3.0453 -3.9549 -1.1433
C: 3.3369 -4.5825 0.0625
C: 2.6722 -4.1884 1.2056
C: 1.7235 -3.1661 1.1304
N: 1.4208 -2.5906 -0.0324
C: 1.0164 -2.6784 2.4206
O: 1.3855 -3.2641 3.4503
O: 0.1803 -1.7593 2.2619
H: 2.1992 -1.8627 -4.1087
H: 3.5545 -4.2101 -2.0614
H: 4.0876 -5.3623 0.0999
H: 2.8578 -4.6219 2.1778
C: -1.8028 -3.7251 -0.6555
C: -2.1372 -3.2551 0.7334
C: -1.8677 -4.0479 1.8440
C: -2.1687 -3.5692 3.1000
C: -2.7619 -2.3241 3.2149
C: -2.9849 -1.5856 2.0615
N: -2.6690 -2.0330 0.8411
Sb: -3.9414 0.3336 2.2894
C: -3.8786 1.0529 0.2587
C: -4.9247 1.8861 -0.1316
C: -4.9797 2.3172 -1.4486
C: -4.0165 1.8788 -2.3358
C: -3.0009 1.0446 -1.8763
C: -1.9089 0.5481 -2.7798
N: -2.9285 0.6602 -0.5971
C: -2.2924 1.4252 3.1455
C: -2.4618 1.8688 4.4521
C: -1.4209 2.5564 5.0609
C: -0.2633 2.7761 4.3472
C: -0.1616 2.3068 3.0375
C: 1.0994 2.4804 2.2413
N: -1.1696 1.6484 2.4502
H: -2.2806 -4.6824 -0.8753
H: -0.7253 -3.8514 -0.7687
H: -2.1343 -2.9869 -1.3836
H: -1.3988 -5.0159 1.7140
H: -1.9255 -4.1481 3.9816
H: -3.0118 -1.9170 4.1878
H: -5.6822 2.1850 0.5825
H: -5.7726 2.9777 -1.7798
H: -4.0339 2.1838 -3.3744
H: -2.0888 0.8353 -3.8157
H: -1.8148 -0.5356 -2.7128
H: -0.9562 0.9835 -2.4707
H: -3.3887 1.6796 4.9785
H: -1.5147 2.9106 6.0808
H: 0.5733 3.3030 4.7884
H: 1.7169 3.2826 2.6472
H: 0.8828 2.6787 1.1913
H: 1.6921 1.5614 2.2743
N: 7.0505 7.9322 -4.2837
C: 6.3502 7.1426 -3.8269
C: 5.4690 6.1480 -3.2507
C: 5.0632 5.0561 -4.0126
C: 4.2181 4.1100 -3.4565
C: 3.7717 4.2423 -2.1466
C: 4.1848 5.3359 -1.3933
C: 5.0323 6.2870 -1.9364
C: 2.8495 3.2195 -1.5543
C: 3.4792 2.0963 -1.0174
C: 4.8997 1.8993 -0.9412
C: 5.0919 0.6970 -0.3129
C: 3.7779 0.1923 -0.0536
N: 2.8244 1.0064 -0.4584
C: 1.4915 3.5601 -1.6055
C: 0.9595 4.7751 -2.1452
C: -0.3991 4.7265 -1.9413
C: -0.6330 3.4954 -1.2563
N: 0.4702 2.7941 -1.0656
H: 5.4135 4.9526 -5.0309
H: 3.8967 3.2551 -4.0375
H: 3.8332 5.4336 -0.3742
H: 5.3577 7.1354 -1.3491
H: 5.6592 2.5814 -1.2935
H: 6.0289 0.2225 -0.0633
H: 3.5362 -0.7508 0.4273
H: 1.5227 5.5643 -2.6210
H: -1.1371 5.4644 -2.2193
H: -1.5893 3.1317 -0.8960

=====

C21H25O2Ti | wB97M-V/def2-TZVPD

Properties
Energy in eV: -49383.52029
HOMO-LUMO gap in eV: 5.9239
Charge: +1
Energy relative to the best compared isomer or geometry (same formula, charge and spin) in kcal/mol: 0.0
HOMO level in eV: -10.684
Spin multiplicity: 1
Largest force on an atom in eV Å⁻¹: 5.82

Positions of all 49 atoms, in Å:
C: 1.0234 -2.1624 2.1069
C: -0.1642 -2.5715 1.4414
C: -0.0113 -2.2675 0.0666
H: -1.0185 -3.0844 1.8710
C: 1.3209 -1.6645 -0.1291
C: 1.9051 -1.5842 1.1684
H: 2.8994 -1.2094 1.3813
H: 1.2576 -2.3467 3.1618
H: -0.7814 -2.4264 -0.6799
H: 1.8605 -1.6310 -1.0898
C: -0.5410 2.1596 0.4887
C: -0.1572 2.1224 1.8615
C: 1.2292 1.7303 1.9054
H: -0.7862 2.3679 2.7337
C: 1.6730 1.4803 0.5638
C: 0.6383 1.9292 -0.3119
H: 0.8727 2.3416 -1.2951
H: -1.5290 2.4006 0.1413
H: 1.8350 1.7878 2.8058
H: 2.6474 1.0581 0.3014
Ti: -0.1113 -0.1024 0.7927
O: -0.9414 0.2099 -0.8185
C: -1.7685 -0.2491 -1.9585
C: -0.4481 -0.6287 -2.4646
H: -2.3508 -1.1797 -1.7033
H: -2.2745 0.6228 -2.4454
H: 0.0214 -1.5540 -2.1840
H: 1.4723 -1.5594 -4.2396
C: 0.9978 -0.6345 -4.5204
C: 0.1576 0.0294 -3.5744
C: -0.2952 1.3173 -3.9066
H: -0.8628 1.8167 -3.1314
C: -0.0800 1.8390 -5.1676
H: -0.3355 2.8763 -5.3912
C: 0.6237 1.1050 -6.1293
H: 0.8517 1.4972 -7.1261
C: 1.2076 -0.1098 -5.7830
H: 1.9559 -0.5930 -6.4374
C: -2.2634 -0.8235 4.3854
C: -1.1283 0.0412 3.8637
C: 0.1146 -0.0117 4.7007
O: -0.8737 -0.2165 2.4493
H: -2.0463 -1.8866 4.2296
H: -3.2112 -0.5782 3.8932
H: -2.4310 -0.6883 5.4591
H: -1.4567 1.0814 3.9181
H: 0.6453 -0.9609 4.5954
H: 0.8079 0.7939 4.4514
H: -0.1502 0.1163 5.7493

=====

C4H9NO2 | wB97M-V/def2-TZVPD

Properties
Energy in eV: -9878.99384
HOMO-LUMO gap in eV: 10.5815
Energy relative to the best compared isomer or geometry (same formula, charge and spin) in kcal/mol: 24.6
Structure (SMILES): [H]/N=C(/O)OCCC
HOMO level in eV: -9.723
Spin multiplicity: 1
Largest force on an atom in eV Å⁻¹: 0.28

Positions of all 16 atoms, in Å:
H: 3.3848 1.2240 0.4416
N: 3.3479 0.3589 -0.0914
C: 2.1873 -0.1425 -0.0303
O: 1.8881 -1.2902 -0.6706
O: 1.1679 0.3838 0.6570
C: -0.1317 -0.2229 0.6392
C: -1.0891 0.6154 -0.1893
C: -2.5112 0.0596 -0.1408
H: 2.7056 -1.5389 -1.1267
H: -0.4403 -0.2567 1.6890
H: -0.0711 -1.2415 0.2509
H: -0.7291 0.6460 -1.2257
H: -1.0650 1.6457 0.1833
H: -2.8933 0.0106 0.8856
H: -3.1905 0.7009 -0.7099
H: -2.5604 -0.9523 -0.5618

=====

C4H4LuO2 | wB97M-V/def2-TZVPD

Properties
Energy in eV: -41923.58518
HOMO-LUMO gap (spin up / spin down) in eV: 6.0797 / 5.0060
Energy relative to the best compared isomer or geometry (same formula, charge and spin) in kcal/mol: 3.6
HOMO level (spin up / spin down) in eV: -6.585 / -6.575
⟨S²⟩: 0.751
Spin multiplicity: 2
Largest force on an atom in eV Å⁻¹: 4.21

Positions of all 11 atoms, in Å:
O: -1.8890 -0.8056 0.7145
C: -0.5944 -0.4533 0.8703
H: -0.1376 -0.9209 1.7638
C: -0.1060 0.8278 0.3405
C: 1.3332 0.6275 -0.0378
C: 0.5715 -0.5834 -0.4695
O: -0.0085 -0.8842 -1.6161
Lu: -2.1991 -1.0966 -1.3990
H: -0.7369 1.6018 -0.1047
H: 2.0325 0.4539 0.7981
H: 1.7343 1.2331 -0.8602

=====

C41H41BO2P2Pd | wB97M-V/def2-TZVPD

Properties
Energy in eV: -69989.19940
HOMO-LUMO gap (spin up / spin down) in eV: 5.0476 / 4.7543
Charge: +2
Energy relative to the best compared isomer or geometry (same formula, charge and spin) in kcal/mol: 31.0
HOMO level (spin up / spin down) in eV: -11.114 / -13.395
⟨S²⟩: 6.037
Spin multiplicity: 5
Largest force on an atom in eV Å⁻¹: 2.71

Positions of all 88 atoms, in Å:
Pd: 0.5434 -0.4787 -0.1386
C: -1.2190 2.4895 -2.7341
C: -1.8502 2.7507 -1.5816
C: -3.3230 2.5774 -1.3697
C: -3.9785 1.4073 -2.1435
C: -3.1363 0.1698 -2.2169
C: -2.1468 -0.1261 -3.0582
C: -1.9092 0.6665 -4.3019
C: -1.8419 2.1755 -4.0518
C: 1.9912 -2.9454 1.4442
H: -0.1422 2.6473 -2.7971
H: -1.3509 3.4286 -0.8814
H: -3.8335 3.5124 -1.6490
H: -3.5137 2.4288 -0.3043
H: -4.8738 1.1169 -1.5708
H: -4.3304 1.7834 -3.1142
H: -3.5067 -0.5846 -1.5282
H: -1.6403 -1.1008 -3.0221
H: -2.7166 0.4589 -5.0196
H: -0.9734 0.3398 -4.7776
H: -1.1962 2.6162 -4.8235
H: -2.8380 2.6253 -4.1503
H: 2.0000 -3.4710 0.4760
H: 1.0489 -3.1243 1.9871
H: 2.8405 -3.3255 2.0173
P: -0.3253 1.4668 0.5705
P: -1.1989 -1.9851 -0.2367
C: -1.9548 0.6564 0.7105
C: -2.2598 -0.6603 0.3912
C: -0.3410 2.4170 2.1006
C: -1.3907 3.3287 2.3561
C: -1.3180 4.1346 3.4886
C: -0.2389 4.0139 4.3799
C: 0.7801 3.0795 4.1239
C: 0.7354 2.2862 2.9865
C: 0.9066 2.4353 -0.4778
C: 1.6721 1.8137 -1.4960
C: 2.2616 2.5962 -2.4898
C: 2.2327 3.9922 -2.4004
C: 1.6031 4.6079 -1.3157
C: 0.9743 3.8385 -0.3364
C: -1.3934 -3.3145 0.9644
C: -1.5239 -2.9694 2.3319
C: -2.0178 -3.9023 3.2377
C: -2.2869 -5.2155 2.8218
C: -2.0016 -5.6076 1.5055
C: -1.5310 -4.6731 0.5825
C: -0.5502 -2.8596 -1.7358
C: 0.8355 -2.7917 -1.9734
C: 1.3784 -3.2932 -3.1578
C: 0.5104 -3.7977 -4.1389
C: -0.8595 -3.9277 -3.8960
C: -1.3912 -3.5144 -2.6631
H: -2.7332 1.2285 1.2303
H: -3.3012 -0.9661 0.5126
H: -2.2462 3.3850 1.6791
H: -2.1158 4.8539 3.6849
H: -0.1993 4.6309 5.2770
H: 1.6151 2.9584 4.8178
H: 1.5108 1.5489 2.7710
H: 1.7490 0.7042 -1.5613
H: 2.7189 2.0921 -3.3457
H: 2.6979 4.6045 -3.1723
H: 1.5981 5.6936 -1.2113
H: 0.5118 4.3217 0.5328
H: -1.2722 -1.9561 2.6660
H: -2.1997 -3.6033 4.2734
H: -2.7113 -5.9385 3.5204
H: -2.1573 -6.6434 1.1873
H: -1.2816 -4.9910 -0.4326
H: 1.5041 -2.2594 -1.2781
H: 2.4512 -3.2375 -3.3130
H: 0.9305 -4.0453 -5.1175
H: -1.5444 -4.3121 -4.6571
H: -2.4491 -3.6344 -2.4409
O: 2.0307 -0.6113 2.5314
B: 2.2227 -1.3820 1.2543
O: 3.5112 -0.9247 0.6646
C: 4.1683 -0.3815 1.7311
C: 5.5441 -0.3981 1.9446
C: 6.0150 -0.2441 3.2545
C: 5.1387 0.0022 4.3209
C: 3.7560 0.0556 4.1183
C: 3.2910 -0.1841 2.8333
H: 6.2008 -0.5825 1.0967
H: 7.0856 -0.3138 3.4523
H: 5.5222 0.1393 5.3336
H: 3.0269 0.1974 4.9174